Formula: C28H33N5O4
Source: the OMol25 dataset
Level of theory: wB97M-V/def2-TZVPD

```
70
C28H33N5O4 | the OMol25 dataset | wB97M-V/def2-TZVPD
C 0.3879 6.6122 1.7091
C -0.5713 6.4547 0.5298
C -0.9365 4.9917 0.3261
O -2.0259 4.5364 0.5937
N 0.0953 4.2669 -0.1843
C 0.1497 2.8971 -0.4633
C -0.7086 1.9843 0.1268
C -0.5731 0.6244 -0.1353
C -1.4706 -0.3666 0.4744
N -0.8912 -1.4133 0.9665
N -1.5955 -2.3692 1.5579
C -0.8375 -3.5322 1.9514
C -0.5233 -4.3802 0.7127
O -0.8765 -4.0395 -0.3984
N 0.1701 -5.5134 0.9457
C 0.6554 -5.9210 2.2494
C 1.0802 -7.3857 2.2176
C 2.2272 -7.6099 1.2281
C 2.0636 -6.7083 -0.0038
C 0.6039 -6.3130 -0.1872
C -2.9632 -2.3701 1.7414
O -3.5110 -3.2766 2.3487
C -3.6423 -1.2119 1.1634
C -5.0342 -1.1313 1.2356
C -5.6947 -0.0751 0.6521
C -4.9736 0.9012 -0.0331
C -3.6014 0.8362 -0.1149
C -2.9059 -0.2103 0.5041
C 0.4609 0.1876 -0.9565
C 1.3136 1.0965 -1.5539
C 1.1589 2.4601 -1.3412
N 1.9907 3.4489 -1.9170
C 3.3295 3.0509 -2.3113
C 4.1411 4.3268 -2.5524
O 3.5614 5.1230 -3.5598
C 2.2388 5.4719 -3.2274
C 1.3802 4.2284 -2.9880
H 1.3186 6.0754 1.5357
H -0.0677 6.2219 2.6160
H 0.6208 7.6629 1.8658
H -0.1179 6.8523 -0.3814
H -1.4918 7.0037 0.7292
H 0.9478 4.7517 -0.4355
H -1.4586 2.3400 0.8137
H -1.4612 -4.0937 2.6522
H 0.0912 -3.2108 2.4283
H -0.1355 -5.7927 2.9932
H 1.5100 -5.2984 2.5496
H 1.3831 -7.6901 3.2200
H 0.2181 -7.9918 1.9366
H 2.2392 -8.6592 0.9308
H 3.1814 -7.3961 1.7119
H 2.6525 -5.7972 0.1162
H 2.4193 -7.2161 -0.9001
H -0.0256 -7.2039 -0.2859
H 0.4675 -5.6998 -1.0804
H -5.5619 -1.9184 1.7524
H -6.7707 -0.0070 0.7114
H -5.4973 1.7179 -0.5076
H -3.0582 1.5895 -0.6627
H 0.5725 -0.8699 -1.1354
H 2.0964 0.7394 -2.2051
H 3.7815 2.4690 -1.5067
H 3.3304 2.4555 -3.2383
H 5.1479 4.0859 -2.8963
H 4.2038 4.8989 -1.6135
H 1.8545 6.0523 -4.0677
H 2.2376 6.1001 -2.3215
H 0.3648 4.5150 -2.7118
H 1.3353 3.6418 -3.9201
```

Results
Energy = -45213.363 eV
Multiplicity = 1
Lowest unoccupied orbital energy = 0.58 eV
ΔE to the lowest compared entry with this formula, charge and spin = 88.6 kJ/mol
SMILES string = CCC(=O)Nc1cc(-c2nn(CC(=O)N3CCCCC3)c(=O)c3ccccc23)ccc1N1CCOCC1

Atomic partial charges in e from the Löwdin method, atoms 1 to 4: -0.091 -0.160 -0.483 0.073

=====

Formula: C28H34F3IrN3OS3Sb
Source: the OMol25 dataset
Level of theory: wB97M-V/def2-TZVPD

```
74
C28H34F3IrN3OS3Sb | the OMol25 dataset | wB97M-V/def2-TZVPD
Ir 0.1370 -0.2090 0.0823
S 0.1840 -0.5361 2.3605
C 1.8025 -0.3071 2.8102
N 2.1581 -0.0337 4.0443
C 3.5772 0.1736 4.3615
C 4.4000 -0.7983 3.5671
N 4.1037 -0.6157 2.1401
C 5.2672 -0.5892 1.2309
C 6.1008 0.6391 1.5059
C 5.5781 1.9030 1.2383
C 6.3320 3.0351 1.4984
C 7.6128 2.9101 2.0249
C 8.1366 1.6545 2.2889
C 7.3798 0.5180 2.0330
C 2.8622 -0.4135 1.7617
S 2.4483 -0.3139 0.1150
C 1.2250 0.0221 5.1851
C 1.4125 -1.1867 6.0719
C 1.0380 -2.4486 5.6136
C 1.2228 -3.5638 6.4135
C 1.7810 -3.4242 7.6791
C 2.1515 -2.1713 8.1401
C 1.9707 -1.0525 7.3360
H 3.7226 0.0127 5.4272
H 3.8534 1.2033 4.1182
H 4.1676 -1.8275 3.8544
H 5.4610 -0.6203 3.7249
H 4.9116 -0.6045 0.2047
H 5.8461 -1.4961 1.4096
H 4.5849 2.0018 0.8114
H 5.9287 4.0146 1.2792
H 8.2038 3.7939 2.2228
H 9.1368 1.5562 2.6884
H 7.7961 -0.4636 2.2308
H 0.2100 0.0829 4.8028
H 1.4418 0.9375 5.7362
H 0.5825 -2.5483 4.6339
H 0.9194 -4.5410 6.0614
H 1.9178 -4.2933 8.3081
H 2.5764 -2.0600 9.1284
H 2.2504 -0.0719 7.7046
F -0.0574 4.6444 -3.9917
C -0.0465 4.0502 -2.7979
F -1.1304 4.4516 -2.1199
F 1.0340 4.4799 -2.1289
C -0.0208 2.5467 -2.9358
C 0.0097 1.9359 -4.1743
C 0.0732 0.5452 -4.2636
C 0.1165 -0.1894 -3.1039
N 0.0773 0.4041 -1.9032
C -0.0029 1.7397 -1.7985
S -0.0544 2.2033 -0.1196
H -0.0106 2.5456 -5.0673
H 0.0908 0.0483 -5.2218
H 0.1807 -1.2694 -3.1123
C -2.9125 -1.0319 0.7808
O -2.0656 -0.0972 0.0833
H -3.9340 -0.6590 0.7874
H -2.5713 -1.1871 1.8049
H -2.8849 -1.9688 0.2304
H -2.3276 0.8102 0.3003
C -0.5012 -4.0726 1.4907
Sb 0.0731 -2.9894 -0.2475
C 1.9306 -3.9425 -0.6425
C -1.1802 -3.9101 -1.6989
H -0.4642 -5.1331 1.2473
H -1.5101 -3.8037 1.7963
H 0.1923 -3.8597 2.3015
H 1.7556 -5.0168 -0.6629
H 2.6434 -3.7027 0.1439
H 2.3314 -3.6193 -1.6010
H -1.0574 -4.9866 -1.5941
H -0.8920 -3.6066 -2.7028
H -2.2200 -3.6423 -1.5265
```

Results
Energy = -86129.302 eV
Multiplicity = 1
Lowest unoccupied orbital energy = -6.97 eV
ΔE to the lowest compared entry with this formula, charge and spin = 58.6 kJ/mol
Net charge = +2

Atomic partial charges in e from the Löwdin method, atoms 1 to 4: 0.497 0.690 -0.578 -0.066

=====

Formula: C28H34N2O7SSe2TeV
Source: the OMol25 dataset
Level of theory: wB97M-V/def2-TZVPD

```
76
C28H34N2O7SSe2TeV | the OMol25 dataset | wB97M-V/def2-TZVPD
V 0.3418 0.4155 -0.9503
O 1.7388 1.7769 -4.0157
C 2.9355 1.0759 -4.2658
C 2.9965 -0.3602 -3.7288
C 4.0868 -1.0323 -4.5914
O 4.4439 -2.3476 -4.1835
C 1.7155 -1.1532 -3.9560
Se 0.1290 -0.9612 -2.8238
C 3.4720 -0.4239 -2.2700
Se 2.7942 0.9359 -1.0355
H 1.7476 1.9891 -3.0713
H 3.8066 1.6165 -3.8698
H 3.0394 1.0561 -5.3561
H 4.9780 -0.3905 -4.6039
H 3.7350 -1.1319 -5.6203
H 4.7275 -2.3000 -3.2647
H 1.9694 -2.2117 -3.8800
H 1.3544 -0.9788 -4.9716
H 4.5603 -0.3044 -2.2394
H 3.2408 -1.4063 -1.8490
C 1.3328 -3.2338 0.1808
Te 0.9828 -1.2930 1.0453
C -0.6704 -2.3112 1.9147
C -0.1888 -3.7327 2.0725
C -0.7078 -4.5768 3.0457
C -0.2337 -5.8738 3.1847
C 0.7731 -6.3313 2.3454
C 1.2963 -5.4933 1.3714
C 0.8258 -4.1949 1.2207
H 2.3821 -3.3729 -0.0747
H 0.7355 -3.2702 -0.7322
H -1.5252 -2.2097 1.2462
H -0.8950 -1.8373 2.8677
H -1.4845 -4.2088 3.7058
H -0.6424 -6.5185 3.9522
H 1.1534 -7.3391 2.4544
H 2.0845 -5.8507 0.7186
O 3.5758 6.1199 4.6713
C 3.5368 4.7823 4.9126
O 4.2371 4.3267 5.7748
C 2.5967 3.9736 4.0828
C 1.8962 4.4782 2.9871
C 1.0328 3.6776 2.2639
C 0.8317 2.3381 2.6120
S -0.2967 1.3283 1.7158
C 1.5533 1.8358 3.7004
C 2.4185 2.6355 4.4232
H 2.9282 6.3356 3.9930
H 2.0206 5.5021 2.6466
H 0.5077 4.0780 1.4063
H 1.4240 0.7958 3.9728
H 2.9702 2.2333 5.2620
C -4.3495 0.9113 2.0425
C -5.0361 0.4789 0.7569
C -4.2184 0.7699 -0.5068
C -5.0163 0.3234 -1.7557
C -4.2854 0.4986 -3.0778
C -4.0157 2.2703 -0.6184
O -4.9243 3.0649 -0.5313
N -2.7271 2.6991 -0.8541
C -1.6727 1.8506 -1.0055
O -0.5330 2.3060 -1.2950
N -1.7462 0.5217 -0.8571
C -2.9280 -0.0620 -0.4818
O -2.9999 -1.2404 -0.1937
H -4.9621 0.6488 2.9058
H -4.1859 1.9908 2.0712
H -3.3745 0.4352 2.1673
H -5.9970 0.9845 0.6425
H -5.2172 -0.5965 0.7681
H -5.9489 0.8919 -1.7526
H -5.2632 -0.7281 -1.5948
H -4.0101 1.5410 -3.2568
H -4.9246 0.1893 -3.9056
H -3.3713 -0.0962 -3.1263
H -2.5568 3.6902 -0.9378
```

Results
Energy = -221415.854 eV
Multiplicity = 3
Lowest unoccupied orbital energy (spin up / spin down) = 2.21 / 2.26 eV
ΔE to the lowest compared entry with this formula, charge and spin = 57.0 kJ/mol
Net charge = -1

Atomic partial charges in e from the Löwdin method, atoms 1 to 4: -0.016 -0.101 -0.262 -0.566

=====

Formula: C28H34N5O5PSn
Source: the OMol25 dataset
Level of theory: wB97M-V/def2-TZVPD

```
74
C28H34N5O5PSn | the OMol25 dataset | wB97M-V/def2-TZVPD
Sn -0.6157 -0.8513 -1.1200
C -4.7355 -1.0255 3.2877
C -3.4962 -1.2825 2.4709
N -2.6807 -0.3278 2.3546
N -1.8656 0.5211 2.3642
C -1.9790 1.4995 1.1955
O -2.0891 1.0217 0.1084
C -1.9490 2.8879 1.5999
C -1.9267 3.8567 0.5918
C -1.9952 5.1900 0.9316
C -2.1085 5.5578 2.2712
C -2.1246 4.6002 3.2783
C -2.0272 3.2624 2.9476
C -3.1954 -2.5743 1.8095
C -3.9071 -3.6988 2.1849
C -3.6149 -4.8966 1.5468
C -2.6328 -4.9054 0.5781
C -1.9809 -3.7090 0.2759
N -2.2480 -2.5568 0.8703
H -4.8539 0.0321 3.5112
H -4.6491 -1.5707 4.2290
H -5.6093 -1.3813 2.7473
H -1.8598 3.5479 -0.4429
H -1.9626 5.9502 0.1616
H -2.1860 6.6069 2.5321
H -2.2022 4.9020 4.3145
H -2.0063 2.5152 3.7316
H -4.6697 -3.6616 2.9535
H -4.1545 -5.7994 1.8060
H -2.3730 -5.8143 0.0493
H -1.2147 -3.6924 -0.4872
C 3.5715 -2.9794 0.6511
C 3.0447 -2.0388 1.7192
C 1.7414 -2.5396 2.3160
C 4.0739 -1.7894 2.7928
O 2.8397 -0.7016 1.1031
P 1.7579 -0.1584 0.1327
O 0.3449 -0.0471 0.7116
O 1.5283 -1.0261 -1.1222
O 2.2577 1.2834 -0.1885
C 3.2710 1.7485 -1.1787
C 4.3744 0.7163 -1.3688
C 3.8222 3.0175 -0.5772
C 2.5253 2.0173 -2.4707
H 3.7590 -3.9575 1.0929
H 4.5079 -2.6023 0.2355
H 2.8552 -3.0935 -0.1652
H 1.9226 -3.4892 2.8196
H 0.9906 -2.6961 1.5406
H 1.3473 -1.8224 3.0387
H 4.3420 -2.7341 3.2673
H 3.6853 -1.1100 3.5535
H 4.9745 -1.3498 2.3617
H 4.8833 0.5124 -0.4233
H 5.1053 1.1137 -2.0734
H 3.9893 -0.2243 -1.7720
H 4.3627 2.8025 0.3460
H 3.0166 3.7194 -0.3544
H 4.5098 3.4855 -1.2819
H 2.1331 1.0873 -2.8887
H 3.2004 2.4657 -3.2015
H 1.6959 2.7083 -2.2958
N -3.6904 2.2329 -6.1595
C -2.7935 1.6195 -5.7841
C -1.6841 0.8366 -5.2899
C -0.8782 0.0851 -6.1382
C 0.1638 -0.6472 -5.5954
C 0.3505 -0.6240 -4.2275
N -0.4355 0.0904 -3.4071
C -1.4270 0.8145 -3.9305
H -1.0717 0.0796 -7.2038
H 0.8238 -1.2294 -6.2247
H 1.1562 -1.1778 -3.7615
H -2.0345 1.3976 -3.2509
```

Results
Energy = -62384.478 eV
Multiplicity = 1
Lowest unoccupied orbital energy = -6.98 eV
ΔE to the lowest compared entry with this formula, charge and spin = 111.8 kJ/mol
Net charge = +2

Atomic partial charges in e from the Löwdin method, atoms 1 to 4: 1.463 0.037 -0.126 0.155

=====

Formula: C28H34NW
Source: the OMol25 dataset
Level of theory: wB97M-V/def2-TZVPD

```
64
C28H34NW | the OMol25 dataset | wB97M-V/def2-TZVPD
C 1.1384 -2.2854 0.2691
C 2.0373 -1.3873 -0.4487
C 1.5506 -1.3017 -1.8067
C 0.3186 -2.0685 -1.8954
C 0.0550 -2.6368 -0.6118
W 0.1417 -0.2238 -0.4075
C -1.5460 1.8729 -0.9869
C -1.7017 0.9336 0.1684
H -1.5993 1.4587 1.1044
C -1.9681 -0.4565 0.1697
H -2.6076 -0.8429 -0.6418
H -2.1423 -0.9879 1.1110
C -2.5354 3.1178 -0.8973
H -2.0930 3.7579 -0.1092
H -2.5482 3.7024 -1.8274
H -3.5265 2.8136 -0.5903
C -2.9546 1.0727 -2.1125
H -2.8131 0.0397 -2.4546
H -3.7905 1.0542 -1.3936
H -3.0819 1.7455 -2.9417
C 3.2375 -0.6901 0.0721
H 3.0946 -0.4270 1.1124
H 4.1339 -1.3032 0.0019
H 3.4176 0.2234 -0.4813
C 2.2094 -0.5306 -2.8823
H 2.3827 0.5009 -2.5755
H 3.1837 -0.9458 -3.1511
H 1.6171 -0.4858 -3.7914
C -0.5094 -2.2239 -3.1329
H -0.5354 -1.3247 -3.7687
H -0.1278 -2.9964 -3.7996
H -1.5481 -2.4625 -2.8865
C -0.9955 -3.6586 -0.3293
H -1.8646 -3.5256 -0.9707
H -0.6013 -4.6546 -0.5308
H -1.3002 -3.6338 0.7166
C 1.3896 -2.8415 1.6386
H 0.4783 -2.9629 2.1998
H 1.8264 -3.8249 1.5282
H 2.1044 -2.2437 2.1860
C -0.7703 0.4617 -2.4857
C -0.4003 2.4867 -0.9541
C -0.5028 1.5150 -3.4985
C 0.4571 3.3566 -1.5131
H -1.2293 -0.4447 -2.9932
C 0.5183 2.4436 -3.7928
H -1.2205 1.4360 -4.3262
C 1.0480 3.2751 -2.7738
H 0.6473 4.2299 -0.9261
H 0.9826 2.5403 -4.8222
H 1.8879 3.9403 -2.9821
N 0.5359 0.2409 1.4799
C 0.6387 0.4471 2.6299
C 0.5755 0.5369 4.0083
C -0.6665 0.6580 4.6828
C -0.7359 0.4807 6.0715
C 0.4397 0.2581 6.8119
C 1.6831 0.2544 6.1645
C 1.7509 0.4288 4.7726
H -1.5683 0.8861 4.1094
H -1.7029 0.5106 6.5809
H 0.3865 0.1053 7.8991
H 2.6059 0.1139 6.7418
H 2.7132 0.4717 4.2623
```

Results
Energy = -32885.895 eV
Multiplicity = 3
Lowest unoccupied orbital energy (spin up / spin down) = -3.63 / -3.97 eV
ΔE to the lowest compared entry with this formula, charge and spin = 0.0 kJ/mol
Net charge = +1

Atomic partial charges in e from the Löwdin method, atoms 1 to 4: -0.254 -0.341 -0.312 -0.256

=====

Formula: C28H35Cl16N3O2
Source: the OMol25 dataset
Level of theory: wB97M-V/def2-TZVPD

```
84
C28H35Cl16N3O2 | the OMol25 dataset | wB97M-V/def2-TZVPD
C 5.8931 -0.0152 1.9460
C 6.2222 -0.1372 0.4103
O 7.2696 -0.6800 0.1323
O 5.3684 0.3925 -0.5550
C 5.7177 -0.1710 -1.8450
C 4.6926 0.2038 -2.9906
C 3.8453 1.5026 -2.7231
C 2.5954 1.6112 -3.7173
C 1.5353 0.5551 -3.2169
C 0.1506 0.6121 -3.9695
C -0.8973 -0.4725 -3.5017
C -0.2479 -1.8847 -3.6762
N 0.2177 -2.9231 -3.8094
C -1.4477 -0.2482 -1.9990
C -0.4168 -0.9697 -1.0772
N 0.3616 -1.4069 -0.3596
C -2.9007 -0.8717 -1.9782
C -2.9791 -2.4476 -1.8145
C -3.6492 -2.9392 -0.4578
C -2.8200 -4.0832 0.2754
N -1.4030 -3.7177 0.4944
C -1.4369 1.2720 -1.5901
C -2.0645 1.6263 -0.2010
C -2.3617 0.7090 0.9069
C -2.9293 1.2109 2.1692
C -3.2096 2.6464 2.3923
C -2.8956 3.5798 1.3061
C -3.0914 5.1384 1.3968
C -2.3510 3.0613 0.0356
H 6.7952 0.4528 2.4442
H 4.9523 0.5525 2.1557
H 5.8561 -1.0682 2.3476
H 6.7425 0.1289 -2.2002
H 5.6788 -1.2929 -1.7182
H 5.3040 0.4078 -3.9230
H 4.0899 -0.7119 -3.2182
H 3.3783 1.3907 -1.6969
H 4.4488 2.4470 -2.6826
H 2.9078 1.4776 -4.7907
H 2.1248 2.6299 -3.5911
H 1.3933 0.7458 -2.1102
H 1.9808 -0.4790 -3.2780
H 0.3823 0.3772 -5.0553
H -0.2830 1.6557 -3.9970
H -1.7373 -0.4504 -4.2563
H -3.3874 -0.6319 -2.9715
H -3.5826 -0.4281 -1.2045
H -2.0037 -2.9873 -1.9258
H -3.6453 -2.8418 -2.6408
H -4.6345 -3.4350 -0.7269
H -3.9154 -2.0944 0.2324
H -2.8200 -5.0417 -0.3264
H -3.2631 -4.2786 1.2991
H -0.7565 -4.3062 -0.0260
H -1.1445 -3.7108 1.4782
H -0.4057 1.7337 -1.5953
H -2.0136 1.8372 -2.3839
H -2.1757 -0.3846 0.8035
H -3.1518 0.5392 3.0346
H -3.6454 2.9994 3.3601
H -2.1553 5.5832 0.9418
H -3.0995 5.4994 2.4646
H -3.9669 5.5111 0.8086
H -2.1411 3.7937 -0.7801
Cl -7.0730 -2.6608 -0.8501
C -7.2141 -0.8990 -0.9994
Cl -7.0687 -0.4353 -2.7053
Cl -8.7850 -0.3781 -0.3726
Cl -5.9289 -0.1172 -0.0634
Cl -5.7886 -0.0904 3.3965
C -7.0814 -1.1521 3.9869
Cl -8.1219 -0.2586 5.1103
Cl -8.0418 -1.7159 2.6117
Cl -6.3658 -2.5427 4.8227
Cl 2.4052 -1.1902 3.6933
C 3.2577 -1.2526 5.2460
Cl 2.8595 0.1886 6.1986
Cl 2.7635 -2.7045 6.1348
Cl 5.0071 -1.3041 4.9569
Cl 10.6325 1.2320 3.6525
C 9.2614 1.9483 4.5158
Cl 9.6496 2.0768 6.2411
Cl 8.9281 3.5619 3.8626
Cl 7.8299 0.9205 4.3063
```

Results
Energy = -238523.243 eV
Multiplicity = 1
Lowest unoccupied orbital energy = 0.06 eV
SMILES string = CC(=O)OCCCCCC[C@@H](C#N)[C@](C#N)(CCCCN)Cc1cccc(C)c1.ClC(Cl)(Cl)Cl.ClC(Cl)(Cl)Cl.ClC(Cl)(Cl)Cl.ClC(Cl)(Cl)Cl

Atomic partial charges in e from the Löwdin method, atoms 1 to 4: -0.049 -0.467 0.073 -0.031

=====

no.,largest force on an atom (eV/Å)
1,1.06
2,1.31
3,1.14
4,0.96
5,9.66
6,2.84